Entry 1:
Molecular formula: C43H59MgO6P2S2Si
Method: DFT, wB97M-V/def2-TZVPD

Structure (XYZ):
```
114
Properties=species:S:1:pos:R:3:mulliken_charge:R:1
Mg -0.129 -0.862 0.656 1.797
C -0.495 3.052 -1.469 -1.431
Si 0.003 1.647 -0.237 1.623
C 1.767 2.318 0.206 0.550
C 2.001 3.695 0.301 -0.305
C 3.267 4.246 0.207 -1.193
C 4.354 3.417 -0.030 -0.747
C 4.158 2.050 -0.097 -0.513
C 2.892 1.480 0.062 0.284
P 2.645 -0.348 0.163 -0.277
C 3.957 -1.065 1.321 0.037
C 5.385 -0.502 1.444 -1.635
C 5.543 0.660 2.428 -0.197
C 4.918 0.366 3.788 -1.311
C 3.469 -0.070 3.614 0.139
C 3.412 -1.310 2.736 -0.345
C 3.118 -1.141 -1.465 0.173
C 1.898 -1.317 -2.384 -1.160
C 1.585 -0.078 -3.213 0.606
C 2.787 0.303 -4.070 -1.407
C 3.994 0.571 -3.179 -0.116
C 4.312 -0.627 -2.284 -1.283
C -1.265 2.062 1.157 0.612
C -0.981 3.010 2.143 -0.596
C -1.891 3.355 3.126 -0.869
C -3.137 2.748 3.140 -1.015
C -3.440 1.794 2.185 -0.474
C -2.523 1.429 1.197 0.275
P -2.861 -0.013 0.079 -0.428
C -4.268 -0.898 0.926 -0.048
C -4.181 -2.404 0.628 -0.565
C -4.873 -2.794 -0.671 -0.311
C -6.348 -2.414 -0.618 -1.036
C -6.520 -0.915 -0.401 -0.479
C -5.722 -0.397 0.801 -1.371
C -3.589 0.664 -1.492 1.514
C -4.131 2.090 -1.434 -0.605
C -4.769 2.491 -2.762 -0.972
C -3.800 2.303 -3.924 -0.685
C -3.307 0.860 -3.991 -1.057
C -2.649 0.438 -2.680 -0.176
H -0.627 3.981 -0.908 0.615
H -1.429 2.857 -1.995 -0.060
H 0.277 3.221 -2.223 0.417
H 1.159 4.367 0.419 0.276
H 3.402 5.318 0.283 0.379
H 5.348 3.831 -0.152 0.403
H 5.013 1.412 -0.272 0.482
H 4.038 -2.057 0.869 0.913
H 5.801 -0.233 0.470 0.180
H 6.009 -1.328 1.810 0.592
H 5.076 1.560 2.032 0.020
H 6.610 0.885 2.539 0.450
H 4.994 1.249 4.428 0.501
H 5.474 -0.438 4.286 0.354
H 2.887 0.734 3.154 -0.169
H 3.002 -0.272 4.582 0.515
H 2.412 -1.709 2.679 -0.916
H 4.038 -2.088 3.196 0.887
H 3.365 -2.143 -1.104 0.988
H 1.028 -1.630 -1.803 -0.184
H 2.114 -2.145 -3.071 0.655
H 1.332 0.753 -2.547 -0.690
H 0.702 -0.257 -3.832 0.559
H 2.566 1.183 -4.680 0.438
H 3.013 -0.517 -4.762 0.424
H 3.780 1.450 -2.570 0.012
H 4.874 0.813 -3.783 0.433
H 5.166 -0.408 -1.639 0.166
H 4.633 -1.451 -2.935 0.508
H -0.002 3.476 2.151 0.315
H -1.629 4.084 3.884 0.388
H -3.861 2.995 3.906 0.382
H -4.403 1.305 2.241 0.323
H -3.972 -0.790 1.967 0.997
H -4.665 -2.945 1.450 0.602
H -3.136 -2.712 0.624 -0.277
H -4.763 -3.869 -0.840 0.454
H -4.388 -2.298 -1.520 0.051
H -6.815 -2.956 0.214 0.350
H -6.869 -2.726 -1.528 0.440
H -7.576 -0.678 -0.246 0.480
H -6.231 -0.388 -1.313 -0.030
H -6.248 -0.728 1.707 0.535
H -5.764 0.695 0.811 0.301
H -4.444 0.006 -1.675 -0.237
H -3.321 2.785 -1.187 0.177
H -4.855 2.181 -0.620 0.341
H -5.115 3.528 -2.715 0.442
H -5.657 1.871 -2.937 0.282
H -2.942 2.970 -3.791 0.203
H -4.277 2.586 -4.866 0.448
H -2.607 0.732 -4.821 0.429
H -4.162 0.204 -4.195 0.345
H -1.714 0.984 -2.541 -0.324
H -2.370 -0.620 -2.714 0.418
O -1.753 -1.484 2.362 -0.422
S -0.670 -1.241 3.309 1.555
O -1.014 -0.681 4.583 -0.864
O 0.372 -0.474 2.576 -1.048
C -0.030 -2.895 3.628 -0.203
C 0.110 -3.203 4.973 -0.568
C 0.400 -4.493 5.397 -0.720
C 0.514 -5.500 4.461 -0.556
C 0.398 -5.201 3.111 -0.831
C 0.152 -3.908 2.668 -0.124
S 0.441 -3.764 0.876 1.313
O 0.230 -5.083 0.343 -0.862
O 1.800 -3.255 0.833 -0.566
O -0.489 -2.780 0.267 -0.948
H -0.055 -2.412 5.692 0.526
H 0.505 -4.703 6.454 0.395
H 0.705 -6.520 4.770 0.388
H 0.518 -5.976 2.369 0.550
```

- total charge = -1
- E (Eh) = -4094.29221

=====

Entry 2:
Molecular formula: C6H11N
Method: DFT, wB97M-V/def2-TZVPD

Structure (XYZ):
```
18
Properties=species:S:1:pos:R:3:mulliken_charge:R:1
C 2.592 0.794 -0.091 -0.276
N 1.594 0.779 0.667 -0.559
C 0.267 -0.400 0.263 0.640
C 0.743 -1.794 0.237 -1.496
C -0.673 0.434 0.082 0.554
C -1.024 1.856 0.061 -1.164
C -2.026 -0.756 -0.265 -1.323
H 2.709 0.152 -0.983 0.202
H 3.452 1.431 0.145 0.278
H -0.040 -2.472 0.573 0.408
H 1.603 -1.878 0.902 0.404
H 1.063 -2.083 -0.765 0.305
H -2.037 2.033 -0.303 0.355
H -0.331 2.419 -0.563 0.322
H -0.989 2.261 1.072 0.261
H -2.389 -1.144 0.683 0.306
H -1.764 -1.534 -0.977 0.365
H -2.749 -0.097 -0.737 0.418
```

- SMILES = C=NC(C)=C(C)C
- E (Eh) = -289.82259

=====

Entry 3:
Molecular formula: C7H13N4O
Method: DFT, wB97M-V/def2-TZVPD

Structure (XYZ):
```
25
Properties=species:S:1:pos:R:3:mulliken_charge:R:1
C -0.547 2.170 -0.106 0.276
C 3.587 -0.220 0.978 -0.297
C -2.183 0.530 0.712 -0.349
C 1.025 0.656 -1.030 -0.278
C -2.755 -0.726 -0.016 -0.772
C -0.405 -1.596 -0.119 -0.426
C -0.075 -0.099 -0.300 0.345
N 3.366 -0.162 -0.245 -0.445
N 0.561 2.015 -0.931 -0.073
N -0.920 0.780 0.150 0.139
N -1.854 -1.856 0.117 -0.271
O -1.194 3.091 0.242 -0.493
H 3.999 -1.209 1.548 0.241
H 3.364 0.619 1.625 0.306
H -2.694 1.517 0.615 0.377
H -2.219 0.113 1.798 0.215
H 2.059 0.551 -0.663 0.310
H 0.980 0.223 -2.019 0.307
H -3.758 -1.143 0.349 0.389
H -2.910 -0.493 -1.127 0.273
H -0.110 -2.052 -1.210 0.253
H 0.216 -2.184 0.707 0.298
H 0.997 2.792 -1.292 0.134
H 3.564 -0.982 -0.794 0.218
H -2.097 -2.334 1.011 0.325
```

- total charge = +1
- E (Eh) = -568.47531

=====

Entry 4:
Molecular formula: C4F6O3
Method: DFT, wB97M-V/def2-TZVPD

Structure (XYZ):
```
13
Properties=species:S:1:pos:R:3:mulliken_charge:R:1
F 0.381 1.246 2.262 -0.235
C 0.206 1.253 0.963 0.392
C 0.381 0.095 0.300 0.237
O 0.415 -1.150 0.969 -0.332
C -0.240 -2.315 0.408 0.788
F 0.226 -3.337 1.114 -0.192
F -1.638 -2.246 0.490 -0.248
F -0.041 -2.307 -0.933 -0.209
O 0.215 0.311 -1.038 -0.351
C 0.076 1.750 -1.157 0.946
F 1.208 2.290 -1.672 -0.232
F -1.008 2.079 -1.892 -0.222
O -0.180 2.331 0.186 -0.340
```

- SMILES = FC1=C(OC(F)(F)F)OC(F)(F)O1
- E (Eh) = -977.27930

=====

Entry 5:
Molecular formula: C31H42BF2N5O3RhS
Method: DFT, wB97M-V/def2-TZVPD

Structure (XYZ):
```
86
Properties=species:S:1:pos:R:3:mulliken_charge:R:1
Rh 1.581 0.999 -0.369 -0.342
C -4.306 1.363 -0.539 -1.144
O -3.279 2.106 -1.184 -0.156
C -3.630 2.866 -2.253 1.195
C -4.932 2.998 -2.724 -0.851
C -5.219 3.858 -3.774 -0.789
C -4.206 4.594 -4.358 -0.721
C -2.904 4.443 -3.902 -0.635
C -2.599 3.574 -2.868 -0.028
N -1.247 3.494 -2.423 0.064
C -0.600 2.449 -1.839 0.764
N -0.967 1.255 -2.282 0.119
C -0.643 -0.067 -1.893 -0.062
C 0.450 -0.435 -1.126 0.096
C 0.685 -1.805 -0.929 1.270
C -0.151 -2.764 -1.456 -0.681
C -1.261 -2.389 -2.210 -0.843
C -1.497 -1.048 -2.429 1.047
O -2.536 -0.566 -3.160 -0.371
C -3.344 -1.512 -3.862 -1.124
N 0.383 2.621 -1.011 -0.340
C 0.692 3.868 -0.359 0.233
C -0.179 4.931 -0.177 -0.283
C 0.238 6.121 0.416 -0.915
C 1.536 6.264 0.849 -0.738
C 2.399 5.187 0.752 -0.777
C 1.961 3.999 0.191 0.608
O 2.754 2.870 0.131 -0.004
C 4.034 2.896 0.775 -1.052
H -3.821 0.825 0.269 0.266
H -4.765 0.649 -1.225 0.380
H -5.073 2.022 -0.127 0.403
H -5.735 2.442 -2.256 0.446
H -6.242 3.953 -4.124 0.413
H -4.419 5.275 -5.173 0.402
H -2.095 5.006 -4.360 0.431
H -0.668 4.293 -2.614 0.489
H -1.719 1.284 -2.957 0.255
H 1.548 -2.122 -0.352 -0.820
H 0.054 -3.817 -1.291 0.465
H -1.915 -3.144 -2.629 0.482
H -4.053 -0.934 -4.444 0.270
H -3.884 -2.155 -3.166 0.392
H -2.737 -2.123 -4.530 0.425
H -1.214 4.821 -0.467 0.418
H -0.471 6.930 0.544 0.424
H 1.878 7.194 1.287 0.412
H 3.407 5.278 1.134 0.457
H 4.454 1.905 0.651 0.227
H 3.924 3.117 1.835 0.427
H 4.682 3.627 0.300 0.336
F 3.841 -0.555 -1.187 -0.256
B 2.915 0.292 -1.666 0.314
F 2.986 0.602 -2.949 -0.176
C 0.577 -3.408 5.665 -1.087
C -0.242 -4.265 4.695 -0.375
C -1.083 -3.493 3.668 -0.975
C -0.320 -2.830 2.530 0.596
N 0.412 -1.612 2.961 0.089
C 1.403 -1.029 2.282 -0.036
S 1.401 0.682 2.067 -0.524
N 2.395 -1.768 1.817 0.050
C 2.915 -3.003 2.438 0.054
C 3.960 -3.630 1.534 -1.090
C 3.417 -4.206 0.225 0.104
C 2.335 -5.269 0.416 -1.159
H 1.120 -4.042 6.370 0.355
H -0.076 -2.750 6.247 0.328
H 1.307 -2.784 5.150 0.186
H -0.926 -4.883 5.280 0.391
H 0.421 -4.955 4.159 0.217
H -1.691 -2.737 4.182 0.391
H -1.781 -4.191 3.198 0.390
H -1.008 -2.534 1.740 0.313
H 0.374 -3.537 2.090 -0.689
H -0.198 -0.921 3.369 0.372
H 3.084 -1.229 1.320 0.193
H 2.109 -3.700 2.627 -0.224
H 3.359 -2.758 3.404 0.269
H 4.452 -4.419 2.108 0.417
H 4.728 -2.881 1.306 0.439
H 4.259 -4.646 -0.314 0.387
H 3.038 -3.398 -0.409 -0.015
H 2.665 -6.047 1.113 0.283
H 2.095 -5.752 -0.532 0.403
H 1.404 -4.842 0.805 0.129
```

- total charge = +1
- E (Eh) = -2439.20369

=====

Entry 6:
Molecular formula: C5H7F2N2
Method: DFT, wB97M-V/def2-TZVPD

Structure (XYZ):
```
16
Properties=species:S:1:pos:R:3:mulliken_charge:R:1
C 1.374 1.066 -0.285 -0.358
C 1.280 0.435 0.837 0.022
C -1.012 0.922 -1.047 0.545
C 0.458 1.098 -1.497 -0.534
C -0.904 -1.665 1.482 -0.808
N -1.343 0.042 -0.156 -0.721
N -0.514 -0.746 0.457 0.630
F -1.903 1.692 -1.549 -0.196
F 0.353 -1.396 -0.588 -0.243
H 2.142 1.793 -0.608 0.388
H 1.601 0.117 1.766 0.516
H 0.692 2.063 -1.993 0.406
H 0.576 0.281 -2.088 0.339
H -0.961 -1.125 2.451 0.323
H -1.764 -2.246 1.220 0.322
H -0.075 -2.330 1.597 0.368
```

- total charge = +1
- E (Eh) = -503.46300